1.
# C33H79IN4O10P

A 4-piece molecular cluster, C33H79IN4O10P overall at a distorted geometry (ωB97M-V/def2-TZVPD, the Open Molecules 2025 dataset).

Properties
E_LUMO, eV: 2.1704
Frontier orbital gap, eV: 5.990
Total energy, Ha: -2915.009158

ORCA input file:
```
! wB97M-V def2-TZVPD RIJCOSX def2/J DEFGRID3
* xyz -1 1
C 4.22 -1.23 -1.74
C 3.84 0.19 -2.25
C 3.14 0.21 -3.65
O 2.34 -0.91 -3.93
C 1.18 -0.99 -3.09
P -0.23 0.27 -3.46
C -0.95 -0.21 -1.74
C -0.71 0.83 -0.61
O 0.66 1.00 -0.26
C 0.76 1.88 0.85
C 0.37 3.35 0.52
C -1.34 1.83 -3.69
C -2.89 1.61 -3.84
C -3.59 2.89 -3.21
I -3.58 1.57 -5.92
O -1.37 -0.93 -4.06
C -0.99 -1.47 -5.29
N -2.11 -1.78 -6.18
C -0.09 -0.38 -6.02
C 1.00 -0.93 -7.00
C 1.44 0.24 -7.98
O 0.35 0.58 -5.09
H 3.39 -1.67 -1.13
H 4.48 -1.95 -2.53
H 5.06 -1.10 -1.03
H 4.68 0.91 -2.25
H 3.10 0.61 -1.53
H 2.60 1.17 -3.83
H 3.96 0.20 -4.42
H 1.47 -0.99 -2.01
H 0.75 -2.01 -3.28
H 0.67 1.22 -2.81
H -2.06 -0.31 -1.82
H -0.61 -1.22 -1.41
H -1.24 1.76 -0.90
H -1.24 0.45 0.31
H 0.15 1.51 1.71
H 1.82 1.88 1.17
H 0.72 4.00 1.36
H -0.72 3.49 0.40
H 0.90 3.71 -0.38
H -1.02 2.34 -4.62
H -1.12 2.55 -2.87
H -3.30 0.75 -3.29
H -3.54 2.83 -2.11
H -4.61 3.06 -3.60
H -2.96 3.76 -3.50
H -0.31 -2.36 -5.22
H -1.80 -2.23 -7.04
H -2.81 -2.32 -5.70
H -0.78 0.14 -6.73
H 0.57 -1.73 -7.65
H 1.89 -1.26 -6.44
H 2.40 0.66 -7.63
H 0.70 1.06 -7.96
H 1.55 -0.19 -9.00
C 9.51 -2.19 3.65
O 9.46 -3.49 3.09
C 8.51 -4.35 3.73
C 7.38 -4.70 2.79
N 6.53 -3.53 2.54
C 5.54 -3.74 1.48
C 6.08 -3.92 0.06
O 6.71 -2.77 -0.47
C 8.09 -2.66 -0.19
H 10.32 -1.65 3.16
H 8.57 -1.65 3.48
H 9.72 -2.24 4.72
H 8.14 -3.91 4.66
H 9.05 -5.27 3.99
H 6.77 -5.49 3.23
H 7.82 -5.07 1.86
H 7.11 -2.75 2.29
H 4.90 -2.86 1.48
H 4.91 -4.59 1.74
H 5.22 -4.11 -0.59
H 6.72 -4.80 -0.04
H 8.58 -3.64 -0.11
H 8.25 -2.09 0.73
H 8.56 -2.11 -1.00
C -6.79 7.00 0.62
O -6.30 6.43 1.82
C -7.29 5.72 2.56
C -6.95 4.24 2.59
N -7.14 3.63 1.28
C -6.64 2.26 1.19
C -5.12 2.06 1.31
O -4.39 2.62 0.23
C -4.02 3.97 0.40
H -6.00 7.60 0.18
H -7.08 6.22 -0.09
H -7.65 7.65 0.82
H -8.29 5.89 2.17
H -7.26 6.11 3.58
H -7.61 3.74 3.32
H -5.92 4.13 2.94
H -6.67 4.19 0.59
H -6.95 1.88 0.21
H -7.14 1.64 1.94
H -4.94 0.98 1.27
H -4.73 2.40 2.27
H -3.84 4.23 1.45
H -4.77 4.64 -0.03
H -3.09 4.14 -0.15
C -2.36 -1.86 7.30
O -1.23 -1.90 6.45
C -1.00 -3.18 5.88
C -1.20 -3.14 4.38
N -2.62 -2.97 4.05
C -2.86 -2.70 2.63
C -2.34 -1.38 2.07
O -2.99 -0.23 2.60
C -2.42 0.28 3.79
H -2.40 -0.87 7.77
H -3.28 -2.01 6.74
H -2.28 -2.61 8.10
H -1.62 -3.95 6.35
H 0.05 -3.44 6.09
H -0.84 -4.07 3.94
H -0.60 -2.31 3.98
H -2.99 -2.20 4.59
H -3.94 -2.72 2.49
H -2.45 -3.53 2.04
H -2.57 -1.37 1.00
H -1.25 -1.28 2.14
H -1.34 0.12 3.83
H -2.90 -0.16 4.67
H -2.61 1.35 3.81
*
```

2.
# C33H80AlBCl4FLi2N5O10P

C33H80AlBCl4FLi2N5O10P as an isolated structure at a distorted geometry (ωB97M-V/def2-TZVPD, the Open Molecules 2025 dataset).

Properties
E_LUMO, eV: -6.5375
Frontier orbital gap, eV: 1.201
Total energy, Ha: -4894.948792

ORCA input file:
```
! wB97M-V def2-TZVPD RIJCOSX def2/J DEFGRID3
* xyz 1 1
C 1.56 4.25 2.14
C 0.44 3.12 1.76
C 0.88 1.65 2.30
C -0.24 0.50 2.15
C -1.12 0.61 0.77
C -1.46 -0.90 0.23
C -2.98 -1.14 -0.25
C -3.10 -2.41 -1.26
C -1.69 -3.12 -1.54
C -1.07 -4.01 -0.35
C 0.42 -4.47 -0.87
C 1.50 -4.26 0.30
C 1.72 -2.67 0.55
C 3.21 -2.42 1.10
C 3.36 -0.97 1.81
C 4.90 -0.65 2.20
O 5.16 0.77 2.11
C 4.22 1.50 2.95
N -3.37 -0.01 -1.11
C -2.48 0.34 -2.22
N -1.87 1.74 -2.14
C -4.22 1.06 -0.67
O -4.90 1.64 -1.87
O -4.67 2.97 -1.93
C -4.00 -1.43 1.02
C -3.85 -0.36 2.22
O -5.35 -1.62 0.51
C -6.41 -1.41 1.44
O -6.94 -0.05 1.47
B -3.60 -2.83 1.85
O -4.37 -4.08 1.57
O -2.55 -2.91 2.81
C -2.24 -4.28 3.21
H 2.62 3.96 1.76
H 1.55 4.53 3.24
H 1.27 5.19 1.52
H -0.61 3.44 2.05
H 0.47 3.07 0.58
H 1.89 1.26 1.86
H 1.07 1.77 3.44
H 0.29 -0.50 2.26
H -0.92 0.60 3.08
H -2.04 1.22 1.05
H -0.46 1.18 0.01
H -0.68 -1.00 -0.63
H -1.08 -1.59 1.05
H -3.52 -2.11 -2.31
H -3.85 -3.21 -0.95
H -1.88 -3.86 -2.42
H -0.87 -2.41 -1.96
H -1.69 -4.97 -0.27
H -0.94 -3.47 0.65
H 0.73 -3.81 -1.77
H 0.35 -5.54 -1.28
H 2.48 -4.73 -0.04
H 1.06 -4.76 1.25
H 0.96 -2.34 1.36
H 1.54 -2.08 -0.43
H 3.91 -2.45 0.19
H 3.57 -3.20 1.86
H 3.02 -0.15 1.06
H 2.70 -0.91 2.75
H 5.60 -1.19 1.45
H 5.11 -1.03 3.27
H 4.76 2.41 3.44
H 3.34 1.89 2.33
H 3.83 0.85 3.82
H -3.13 0.36 -3.22
H -1.66 -0.44 -2.46
H -2.15 2.25 -3.00
H -0.85 1.56 -2.29
H -3.65 1.97 -0.23
H -5.08 0.85 0.05
H -5.53 3.46 -1.93
H -4.23 0.69 1.98
H -2.76 -0.33 2.62
H -4.45 -0.70 3.16
H -7.31 -2.05 1.09
H -6.22 -1.70 2.53
H -6.66 0.38 2.33
H -3.85 -4.62 0.90
H -1.32 -4.35 3.89
H -3.11 -4.74 3.81
H -2.00 -4.87 2.26
F -3.97 -5.52 -1.39
Al -6.30 -3.87 0.78
Cl 3.58 3.90 3.97
Cl -2.80 -0.60 -4.60
Li -5.11 -6.21 -2.78
O 1.72 -2.67 -3.82
P 2.86 -1.65 -3.98
N 2.16 -0.99 -5.40
C 2.78 -0.55 -6.63
C 0.94 -0.21 -5.17
N 4.02 -2.88 -4.33
C 4.14 -3.44 -5.67
C 4.02 -3.98 -3.37
N 4.17 -0.46 -4.08
C 3.87 0.89 -3.62
C 5.47 -0.56 -4.72
H 3.21 0.46 -6.54
H 2.05 -0.51 -7.44
H 3.55 -1.22 -6.99
H 1.17 0.82 -4.87
H 0.32 -0.66 -4.39
H 0.31 -0.17 -6.07
H 3.17 -3.72 -6.09
H 4.78 -4.34 -5.67
H 4.65 -2.75 -6.34
H 3.21 -4.70 -3.57
H 3.89 -3.61 -2.35
H 4.97 -4.52 -3.40
H 3.64 1.55 -4.46
H 4.69 1.31 -3.04
H 2.99 0.88 -2.95
H 5.39 -0.52 -5.81
H 6.01 -1.47 -4.44
H 6.13 0.27 -4.43
C -9.76 0.37 3.09
Cl -11.37 0.46 2.38
Cl -9.82 -0.22 4.75
H -9.15 -0.31 2.49
H -9.31 1.37 3.08
C 3.66 8.43 6.41
C 3.16 7.65 5.18
C 3.94 8.10 3.93
O 1.89 7.94 5.00
H 3.52 9.51 6.29
H 3.14 8.13 7.32
H 4.73 8.25 6.57
H 3.46 6.58 5.36
H 3.81 9.16 3.72
H 3.62 7.54 3.04
H 5.01 7.91 4.06
Li 1.54 1.82 0.05
O -0.41 6.81 1.32
H -0.74 7.39 0.62
H -1.09 6.87 2.01
*
```

3.
# C33H80N20O12P

A 11-piece molecular cluster, C33H80N20O12P overall at a distorted geometry (ωB97M-V/def2-TZVPD, the Open Molecules 2025 dataset).

Properties
E_LUMO, eV: 1.5311
Frontier orbital gap, eV: 4.922
Total energy, Ha: -3644.591018

ORCA input file:
```
! wB97M-V def2-TZVPD RIJCOSX def2/J DEFGRID3
* xyz -1 1
C 7.83 1.31 1.59
O 9.24 1.43 1.17
C 9.36 1.78 -0.26
C 9.69 0.42 -1.16
C 8.24 -0.36 -1.41
C 8.45 -1.79 -2.26
C 6.98 -2.56 -2.32
C 6.34 -2.35 -3.82
C 5.34 -3.66 -4.08
C 3.86 -3.21 -3.47
C 3.06 -4.55 -2.94
C 1.47 -4.60 -3.41
C 0.68 -5.62 -2.39
C -0.77 -5.02 -1.83
C -0.53 -4.27 -0.36
C -1.98 -4.19 0.40
C -2.91 -2.90 0.07
C -3.66 -2.93 -1.40
C -3.92 -1.45 -2.06
C -4.84 -0.26 -1.38
C -5.02 1.15 -2.22
C -4.34 1.43 -3.71
C -3.38 0.25 -4.37
C -3.20 -1.16 -3.54
P 0.17 -2.55 -0.83
O 1.78 -2.62 -0.72
H 7.49 2.31 2.12
H 7.07 1.10 0.72
H 7.78 0.39 2.33
H 8.39 2.32 -0.69
H 10.24 2.58 -0.36
H 10.16 0.80 -2.17
H 10.47 -0.28 -0.63
H 7.75 -0.68 -0.39
H 7.50 0.37 -1.94
H 9.21 -2.42 -1.61
H 8.90 -1.60 -3.34
H 6.29 -2.01 -1.52
H 7.09 -3.70 -2.01
H 7.16 -2.24 -4.65
H 5.62 -1.41 -3.82
H 5.28 -3.90 -5.24
H 5.70 -4.62 -3.51
H 3.19 -2.70 -4.32
H 4.07 -2.46 -2.58
H 3.18 -4.56 -1.76
H 3.55 -5.54 -3.33
H 1.49 -4.98 -4.54
H 0.99 -3.52 -3.43
H 0.53 -6.63 -2.97
H 1.35 -5.82 -1.45
H -1.51 -5.92 -1.70
H -1.11 -4.24 -2.66
H -2.59 -5.16 0.06
H -1.86 -4.29 1.57
H -3.80 -2.92 0.87
H -2.39 -1.84 0.26
H -3.16 -3.63 -2.19
H -4.75 -3.40 -1.21
H -5.37 -0.44 -0.34
H -5.70 2.03 -1.79
H -4.51 2.43 -4.30
H -2.88 0.38 -5.42
H -2.53 -2.00 -4.03
H -0.23 -1.59 0.21
H -0.28 -2.12 -2.13
C -7.83 3.95 -2.79
O -6.73 4.15 -3.27
N -8.39 2.73 -2.72
N -8.59 4.94 -2.28
H -9.30 2.55 -2.33
H -7.85 1.96 -3.09
H -8.20 5.88 -2.31
H -9.50 4.80 -1.88
C -1.68 -6.51 4.36
O -2.59 -7.13 3.83
N -1.57 -6.38 5.70
N -0.71 -5.90 3.66
H -0.83 -5.87 6.15
H -2.28 -6.82 6.26
H -0.76 -5.97 2.65
H 0.04 -5.38 4.07
C -8.67 6.53 1.18
O -9.80 6.10 0.99
N -8.44 7.69 1.83
N -7.56 5.90 0.76
H -7.53 8.07 2.00
H -9.25 8.20 2.16
H -7.69 5.02 0.27
H -6.63 6.24 0.91
C 11.03 0.24 4.85
O 11.08 -0.36 5.91
N 11.25 1.56 4.75
N 10.73 -0.37 3.69
H 11.21 2.07 3.89
H 11.48 2.06 5.61
H 10.56 -1.36 3.72
H 10.69 0.11 2.80
C -10.88 8.78 4.64
O -10.14 9.59 4.11
N -10.99 7.51 4.21
N -11.66 9.08 5.70
H -11.60 6.82 4.64
H -10.42 7.24 3.42
H -11.61 10.03 6.05
H -12.28 8.43 6.14
C 3.13 -0.09 -5.77
O 3.13 -1.23 -6.23
N 2.50 0.22 -4.63
N 3.75 0.94 -6.38
H 2.48 1.15 -4.23
H 2.02 -0.52 -4.14
H 4.23 0.74 -7.24
H 3.75 1.88 -6.01
C -4.46 6.85 3.21
O -5.37 6.23 2.68
N -4.35 6.98 4.54
N -3.49 7.46 2.50
H -3.61 7.49 4.99
H -5.06 6.54 5.11
H -3.54 7.39 1.49
H -2.73 7.98 2.92
C 2.85 -6.17 2.63
O 2.90 -6.77 3.69
N 3.07 -4.85 2.53
N 2.56 -6.78 1.47
H 3.03 -4.34 1.67
H 3.30 -4.35 3.39
H 2.38 -7.77 1.50
H 2.51 -6.30 0.58
C 7.86 1.78 6.85
O 8.41 2.83 6.58
N 6.60 1.71 7.32
N 8.46 0.58 6.70
H 6.13 0.85 7.55
H 6.11 2.59 7.45
H 9.41 0.59 6.35
H 8.02 -0.30 6.92
C -10.86 0.36 -4.04
O -10.60 1.03 -3.05
N -10.73 0.84 -5.29
N -11.32 -0.90 -3.96
H -10.94 0.31 -6.11
H -10.39 1.79 -5.39
H -11.44 -1.29 -3.04
H -11.54 -1.46 -4.77
*
```

Q: Number 3 is which compound?
A: C33H80N20O12P

Q: The lowest frontier orbital gap belongs to which entry?
A: C33H80AlBCl4FLi2N5O10P

Q: Which formula does entry 2 have?
A: C33H80AlBCl4FLi2N5O10P